57
Properties=species:S:1:pos:R:3:nbo_charge:R:1 method="wB97M-V/def2-TZVPD" homo_energy_ev=-8.2 lumo_ha=-0.064 total_energy_ev=-153943.49522 multiplicity=1 total_charge=0 e_above_lowest_kj_mol=0.0
Ti -1.244 0.353 0.326 1.40
Cl 0.181 0.313 -2.258 0.11
Cl 0.559 -2.037 -4.361 0.07
Cl -0.716 -4.836 -3.723 0.08
Cl -2.630 -2.868 0.930 0.07
Cl -2.306 -5.245 -1.076 0.07
S 2.501 2.384 -0.301 -0.26
S -3.155 1.017 -0.906 -0.04
S -0.935 2.686 0.103 -0.09
N -2.585 5.962 0.508 -0.30
N 1.384 3.554 -2.368 -0.52
N -2.170 0.351 2.052 -0.63
N -5.937 3.461 -0.967 -0.30
N 0.380 -0.250 1.458 -0.61
C -0.345 -2.290 -2.923 -0.09
C -1.781 -2.637 -0.563 -0.04
C 1.210 3.978 -3.644 0.07
C -3.458 3.664 -0.280 -0.39
C 3.194 -3.608 3.052 -0.20
C 2.541 -4.678 2.461 -0.21
C 1.758 -0.670 1.125 -0.27
C 1.403 -3.161 0.985 -0.23
C 2.046 -2.078 1.580 0.03
C 1.644 -4.452 1.423 -0.19
C -4.832 3.559 -0.663 0.28
C -3.245 0.613 4.006 -0.30
C -0.528 -1.261 -2.012 -0.04
C -0.913 -3.529 -2.629 -0.07
C -2.624 2.591 -0.350 -0.20
C -3.357 0.651 2.626 0.05
C -1.235 -1.394 -0.835 -0.45
C 2.143 3.702 -4.586 -0.30
C 0.053 -0.200 2.722 0.20
C 2.461 2.845 -1.906 0.07
C -1.632 -3.708 -1.443 -0.09
C -1.915 0.278 4.304 -0.19
C -1.269 0.120 3.089 0.03
C 3.440 2.548 -2.900 -0.26
C 2.945 -2.313 2.612 -0.24
C -2.974 4.938 0.158 0.28
C 3.283 2.963 -4.187 -0.13
H 4.042 2.721 -4.920 0.23
H -1.472 0.157 5.280 0.23
H 3.461 -1.478 3.073 0.21
H 2.009 4.038 -5.602 0.23
H 0.793 -0.420 3.489 0.21
H -4.038 0.810 4.708 0.24
H 1.882 -0.566 0.049 0.24
H 0.300 4.528 -3.837 0.22
H 0.709 -2.988 0.171 0.21
H 0.670 3.746 -1.673 0.45
H 2.456 0.030 1.586 0.22
H 1.135 -5.283 0.954 0.22
H 3.899 -3.778 3.855 0.22
H 4.303 1.981 -2.585 0.24
H 2.732 -5.686 2.804 0.22
H -4.217 0.875 2.013 0.23